49
Properties=species:S:1:pos:R:3:forces:R:3:lowdin_charge:R:1 method="wB97M-V/def2-TZVPD" multiplicity=1 e_tot_ha=-1696.8651 homo_ev=-8.452 largest_force_ev_per_a=3.21 charge=-1
O 0.43133 1.32082 -2.81977 0.275 -0.653 1.134 0.147
C 0.74594 0.85416 -1.75326 0.918 1.394 -0.126 -0.355
O 0.60364 -0.37440 -1.31619 -0.660 -0.664 0.793 0.195
B 0.86642 -0.45534 0.17906 1.028 1.490 -0.963 -0.881
O 1.41253 0.85223 0.53278 -0.194 0.084 -1.286 0.225
C 1.53340 1.59621 -0.58164 -1.049 -1.441 1.084 -0.352
O 2.15976 2.60163 -0.57263 0.594 1.380 -0.843 0.131
O 1.89289 -1.49464 0.45403 -1.064 0.472 -0.025 0.198
C 1.39603 -2.27984 1.39555 1.503 -1.848 -0.160 -0.370
O 1.98266 -3.22174 1.86520 -0.804 0.830 0.036 0.175
C -0.04048 -1.88180 1.62800 -2.902 -0.208 1.346 -0.310
O -0.32454 -0.73080 0.97263 1.016 -1.434 -0.064 0.206
O -0.86879 -2.48971 2.27350 1.446 0.778 -0.742 0.157
O 5.15445 4.51836 1.44638 -0.602 -1.043 -0.084 -0.121
H 5.32716 3.54340 1.28518 -0.592 1.470 0.541 0.028
H 4.20469 4.55514 1.71504 1.213 -0.176 -0.339 0.031
O -2.89666 0.69957 0.79626 -2.809 1.233 0.248 -0.010
H -2.05089 0.35242 0.75456 2.826 -1.161 -0.107 -0.027
H -3.25331 0.67517 -0.10041 -0.102 -0.160 -0.101 0.039
O -1.66424 -2.22004 -1.36272 -0.224 0.621 0.068 -0.044
H -1.08940 -1.51144 -1.00605 -0.526 -0.555 -0.559 0.026
H -2.42534 -1.75114 -1.76443 0.401 -0.335 0.372 0.050
O 4.48506 -0.56211 0.02128 -0.314 -0.290 0.014 -0.041
H 3.67063 -1.10220 0.10516 0.494 0.378 0.011 0.035
H 4.75690 -0.63577 -0.89649 0.026 -0.011 -0.044 0.052
O -4.46373 -0.75726 -1.24687 -2.052 0.557 -0.928 -0.106
H -4.51115 -1.28040 -0.42083 -0.081 -0.360 -0.008 -0.013
H -5.42541 -0.62847 -1.54119 2.240 -0.322 0.685 0.089
O -4.18934 -2.12374 1.09866 0.679 1.150 -0.020 -0.072
H -3.73206 -1.25985 1.25150 -0.400 -0.708 0.184 0.038
H -3.45345 -2.76106 1.07658 -0.268 -0.304 0.159 0.015
O 0.98928 4.39127 1.31055 1.026 -0.517 -1.758 -0.068
H 0.99646 3.91217 2.12725 -0.051 -0.446 0.756 0.026
H 1.55173 3.81605 0.69649 -1.003 1.047 1.023 0.035
O 4.29903 1.86813 1.60692 -0.299 0.237 -0.805 -0.074
H 3.69067 2.19698 0.91047 0.206 -0.163 0.583 0.020
H 4.59756 1.04466 1.19589 0.010 -0.273 0.090 0.010
O -0.80779 3.46701 -4.47562 0.331 -0.777 1.489 -0.102
H -0.39220 3.11737 -3.63050 -0.513 0.566 -1.468 0.031
H -1.54881 2.85381 -4.58523 0.203 0.213 -0.064 0.025
O -2.67407 -4.59552 1.66779 1.426 -0.518 -1.786 -0.078
H -2.14059 -4.90132 0.86955 -1.274 0.012 0.895 0.041
H -1.91855 -4.21564 2.12611 -0.121 0.394 0.752 0.005
O -1.16602 2.95365 -0.31177 -0.852 -1.370 -0.430 -0.025
H -1.85419 2.71597 0.33066 0.275 0.030 -0.188 0.033
H -0.77048 3.74885 -0.00473 0.679 1.132 0.659 0.000
O -1.24322 -5.15937 -1.00197 1.977 1.340 -0.487 -0.114
H -0.26701 -5.03728 -1.27838 -2.397 -0.343 0.722 0.089
H -1.57652 -4.22418 -1.02234 0.361 -0.726 -0.258 0.010